# C38H67N2O10PS

11 unconnected molecules or ions with the total composition C38H67N2O10PS at a distorted geometry (wB97M-V/def2-TZVPD, the OMol25 dataset).

The calculation puts the HOMO energy at -0.2990 Ha. Its HOMO-LUMO gap is 0.296 hartree. As for the structure (SMILES): S=[PH2]c1ccc2nccnc2c1.CC(C)=O.CC(C)=O.CC(C)=O.CC(C)=O.CC(C)=O.CC(C)=O.CC(C)=O.CC(C)=O.CC(C)=O.CC(C)=O. The total energy is -84070.981 eV.

Element x y z (Å)
S1 1.4331 -3.6561 -3.0072
P1 0.8473 -2.0163 -3.9089
O1 -5.2274 5.9103 4.2400
O2 -2.6120 2.7440 1.3164
O3 -5.2046 6.3112 8.0027
O4 3.8154 -7.8862 -0.6995
O5 -1.0655 0.5029 -2.4141
O6 6.2452 -4.5582 -3.6929
O7 2.4004 -11.3066 -1.7384
O8 -5.4106 1.2323 6.2479
O9 9.1461 2.9374 -2.1789
O10 1.3600 7.1307 -4.6554
N1 1.8028 2.9882 -3.5112
N2 4.5635 2.5161 -2.7569
C1 -6.0680 4.9647 9.7634
C2 -0.4759 5.6343 -4.8285
C3 -1.6556 0.8391 -1.4074
C4 3.6804 1.5035 -3.0060
C5 2.1921 -9.2008 0.4331
C6 4.0296 3.7025 -2.8710
C7 -5.8380 0.1045 6.3491
C8 -5.9061 6.9087 4.3567
C9 2.7989 -12.2063 -2.4416
C10 7.3741 2.7169 -3.7476
C11 2.8283 -7.9043 0.0021
C12 8.7850 3.0507 -3.3276
C13 0.1619 6.9992 -4.7671
C14 -7.2505 -0.1638 6.8070
C15 3.3273 -0.8732 -3.1197
C16 2.3570 1.7456 -3.3833
C17 -5.4219 5.1938 8.4191
C18 5.7488 -5.6533 -3.5395
C19 2.6728 3.9247 -3.2273
C20 -3.5912 2.7365 2.0349
C21 2.8808 -12.0550 -3.9402
C22 6.5470 -6.9142 -3.7719
C23 3.2359 -13.5277 -1.8580
C24 -4.9814 -1.0937 6.0231
C25 -3.1416 1.0937 -1.4227
C26 1.5387 0.6228 -3.6537
C27 -6.8131 7.3753 3.2429
C28 -0.7556 8.1947 -4.8495
C29 4.3172 -5.8213 -3.1097
C30 -4.2054 1.4389 2.5027
C31 -0.9380 1.0194 -0.0992
C32 9.7305 3.5335 -4.4031
C33 -5.0549 3.9787 7.6072
C34 -5.8781 7.7251 5.6206
C35 1.9846 -0.6484 -3.5328
C36 4.1466 0.1670 -2.8858
C37 2.1848 -6.6249 0.4799
C38 -4.2469 4.0072 2.5011
H1 2.6156 -14.3335 -2.2537
H2 3.9131 -12.1784 -4.2716
H3 -3.6430 0.4113 -0.7344
H4 4.2749 -6.3604 -2.1597
H5 -3.7089 4.8618 2.0965
H6 -0.4017 -1.6447 -3.3728
H7 -5.5455 8.7431 5.4041
H8 1.1583 -6.5651 0.1148
H9 6.5949 -7.4981 -2.8513
H10 -7.7514 0.7818 7.0062
H11 -5.3954 4.3959 10.4071
H12 -3.5266 0.9261 -2.4278
H13 6.8908 3.6018 -4.1659
H14 3.1255 -13.4983 -0.7757
H15 2.2019 -9.2734 1.5231
H16 6.0844 -7.5074 -4.5625
H17 -1.0061 5.5112 -5.7744
H18 5.1823 0.0105 -2.5955
H19 2.5381 -11.0611 -4.2213
H20 2.7427 -5.7722 0.0964
H21 -1.2979 8.1840 -5.7963
H22 -5.2368 1.3683 2.1528
H23 7.5591 -6.6510 -4.0760
H24 -7.0068 4.4226 9.6384
H25 -4.6023 4.2967 6.6695
H26 -4.2219 4.0598 3.5851
H27 -5.9450 3.3919 7.3839
H28 -5.4337 -1.6660 5.2115
H29 -7.2397 -0.7565 7.7230
H30 0.7604 -2.2195 -5.3036
H31 -6.7324 6.6926 2.3981
H32 1.1664 -9.2529 0.0652
H33 -5.1821 7.2611 6.3251
H34 -4.1806 1.3870 3.5930
H35 -6.8734 7.7474 6.0684
H36 -4.3368 3.3669 8.1556
H37 0.2989 4.8729 -4.7575
H38 -5.2796 4.0439 2.1526
H39 2.2453 -12.7976 -4.4256
H40 4.2833 -13.7143 -2.1003
H41 -0.1654 9.1075 -4.7929
H42 4.6557 4.5712 -2.6619
H43 2.3336 4.9614 -3.2998
H44 -3.6385 0.6015 2.0972
H45 3.8625 -4.8411 -2.9788
H46 3.7600 -6.3677 -3.8733
H47 -1.3427 0.3349 0.6465
H48 -1.0434 2.0389 0.2411
H49 -7.8001 -0.6960 6.0291
H50 2.1927 -6.5893 1.5706
H51 -3.3435 2.1250 -1.1330
H52 10.7056 3.7357 -3.9634
H53 -3.9950 -0.7577 5.7088
H54 -4.8731 -1.7263 6.9054
H55 -1.4624 8.1800 -4.0183
H56 0.1213 0.8009 -0.2401
H57 7.3884 1.9146 -4.4886
H58 6.8098 2.3855 -2.8864
H59 0.5087 0.7852 -3.9554
H60 -6.2762 5.9244 10.2332
H61 -6.5188 8.3740 2.9173
H62 -1.1685 5.5099 -3.9943
H63 3.7129 -1.8817 -2.9859
H64 9.8428 2.7673 -5.1719
H65 2.7517 -10.0316 0.0207
H66 9.3484 4.4527 -4.8504
H67 -7.8484 7.3887 3.5869

Mulliken population analysis, charges in e, atoms 1 to 2: atom 1 (S): -0.37, atom 2 (P): 0.24